Here is an isolated molecule of C5H7NO3S in a non-equilibrium geometry from the Open Molecules 2025 dataset. Energies are from ωB97M-V with the def2-TZVPD basis set.

Values from the calculation:
- E_LUMO (alpha / beta): -0.95 / -0.96 eV
- 2S+1: 1
- ΔE to the lowest compared entry with this formula, charge and spin: 133.2 kcal/mol
- Orbital gap (alpha / beta): 7.12 / 7.11 eV
- E_HOMO (alpha / beta): -8.07 / -8.06 eV
- Total charge: 0

Structure (XYZ):
```
17
Properties=species:S:1:pos:R:3:forces:R:3:lowdin_charge:R:1
C 1.43175 1.08809 -0.73873 0.148 0.217 0.383 -0.1066
C -0.18012 -0.64376 -0.79280 -1.727 2.284 1.027 -0.3291
C 1.84718 2.31213 -0.62079 0.339 -2.625 0.904 0.0855
C -1.39642 0.89529 0.97112 1.564 0.973 -1.094 -0.1589
C 0.39366 -2.54354 0.67545 0.561 0.198 -1.116 0.0503
N 1.01433 -0.04215 -0.90851 -0.131 -1.086 -0.357 0.1627
O -2.85712 -0.59977 -0.42736 0.790 0.384 -1.456 -0.3217
O -1.80681 1.52810 -1.47515 0.171 -1.590 0.006 -0.3371
O -0.47492 -1.78879 -0.32418 1.671 -2.436 1.689 -0.0621
S -1.80261 0.38312 -0.57685 -0.495 1.381 2.425 0.5919
H 2.61295 2.73798 -0.06495 1.216 0.070 1.327 0.0564
H 1.42407 2.93028 -1.28077 -1.804 2.464 -2.582 0.0381
H -1.32804 0.22402 1.81308 -0.366 -0.326 -0.178 0.0218
H -0.74105 1.80382 1.02035 -0.786 -0.911 -0.165 0.0342
H 1.25467 -1.95148 1.00452 -0.283 0.140 -0.406 0.0904
H 0.73217 -3.44489 0.15977 0.015 0.307 -0.121 0.0925
H -0.12369 -2.88846 1.56579 -0.885 0.556 -0.286 0.0918
```
Forces are in eV/Å.

=====

Here is a structure of composition C4H3O2Rh in a non-equilibrium geometry from the Open Molecules 2025 dataset. Energies are from ωB97M-V with the def2-TZVPD basis set.

Values from the calculation:
- E_LUMO (alpha / beta): -4.70 / -8.17 eV
- 2S+1: 6
- ΔE to the lowest compared entry with this formula, charge and spin: 34.0 kcal/mol
- Orbital gap (alpha / beta): 7.82 / 6.70 eV
- E_HOMO (alpha / beta): -12.52 / -14.87 eV
- Total charge: +1

Structure (XYZ):
```
10
Properties=species:S:1:pos:R:3:forces:R:3:lowdin_charge:R:1
O -1.79338 1.33993 -0.12715 2.315 -0.454 -0.122 -0.0555
C -1.08331 0.40533 0.41602 -2.046 -0.718 0.345 -0.3203
C -0.95563 -1.04538 -0.02622 0.704 0.320 1.509 0.0156
C 0.32892 -0.44381 0.45968 -1.821 0.892 -2.364 0.0280
C 1.57759 -0.01317 0.12996 2.144 0.899 -0.734 -0.1391
H -1.04599 -1.27543 -1.10092 0.189 0.174 0.322 0.1542
H -1.46856 -1.75568 0.63790 0.293 0.097 -0.197 0.1430
H 2.40190 -0.71488 -0.05738 -0.098 0.343 0.525 0.1516
Rh 0.20448 2.22140 -0.21561 -2.709 2.280 0.160 1.1941
O 1.83400 1.28168 -0.11629 1.030 -3.833 0.554 -0.1716
```
Forces are in eV/Å.

=====

Here is a structure of composition C44H43GeN3O3Tc in a non-equilibrium geometry from the Open Molecules 2025 dataset. Energies are from ωB97M-V with the def2-TZVPD basis set.

Values from the calculation:
- E_LUMO (alpha / beta): -5.81 / -9.00 eV
- 2S+1: 4
- Orbital gap (alpha / beta): 7.23 / 3.88 eV
- E_HOMO (alpha / beta): -13.03 / -12.88 eV
- Total charge: +2

Structure (XYZ):
```
95
Properties=species:S:1:pos:R:3:forces:R:3:lowdin_charge:R:1
Tc -2.42223 0.84180 -1.52953 -0.392 0.787 -0.128 1.5799
C -4.17205 1.97222 1.85965 -0.030 0.034 -0.025 -0.0123
C -4.45967 0.88270 0.87304 -0.073 -0.058 -0.171 -0.2518
C -4.65035 -0.42603 1.28355 0.044 -0.052 -0.015 -0.0006
C -4.98433 -1.44021 0.38752 -0.012 0.073 -0.089 -0.2344
C -5.21318 -2.84685 0.86114 0.001 0.010 -0.045 -0.0250
C -5.13641 -1.12441 -0.96326 0.005 -0.109 0.135 -0.0302
C -4.96559 0.17682 -1.42592 0.102 0.248 0.016 -0.3393
C -5.31406 0.56545 -2.84441 0.002 -0.003 0.019 -0.0409
C -4.59158 1.17537 -0.50049 -0.385 -0.019 0.152 -0.1414
H -5.07075 2.57219 2.02138 0.008 0.003 0.003 0.1030
H -3.39370 2.64087 1.49220 0.011 -0.036 -0.006 0.0607
H -3.86910 1.56416 2.82216 0.003 -0.002 0.009 0.0872
H -4.55407 -0.66575 2.33658 -0.008 -0.005 0.000 0.1275
H -6.22522 -3.17129 0.61474 0.005 -0.008 0.011 0.0959
H -5.08068 -2.93502 1.93715 -0.001 0.011 0.008 0.0824
H -4.52421 -3.53797 0.37207 0.003 0.003 0.004 0.0874
H -5.45973 -1.89790 -1.65327 -0.005 0.003 0.011 0.1276
H -6.28118 1.07061 -2.86296 -0.019 -0.024 -0.003 0.1023
H -5.37846 -0.30156 -3.50043 0.006 -0.003 -0.002 0.0822
H -4.59888 1.27210 -3.28584 -0.005 -0.021 0.045 0.0766
H -4.65321 2.21836 -0.80141 0.104 -0.018 -0.026 0.1307
C 1.45073 1.02476 -3.40255 0.081 0.024 -0.142 0.0052
C 0.06809 0.70624 -2.97148 -0.053 0.036 0.059 -0.2406
N -0.59382 1.42082 -2.12722 0.251 -0.122 -0.353 -0.1100
N -0.03887 2.55654 -1.58377 -0.028 -0.234 -0.060 0.1353
C -0.89979 3.07979 -0.76681 -0.555 -0.304 0.133 -0.3629
O -2.12123 2.55607 -0.61134 0.353 0.345 -0.060 -0.2058
C -0.57624 4.25509 0.03689 -0.039 0.128 -0.003 -0.1562
C 0.75407 4.61704 0.24611 -0.019 0.052 0.038 -0.0147
C 1.04202 5.73608 1.00808 0.018 -0.041 0.009 -0.0596
C 0.01191 6.49514 1.54993 0.000 0.029 0.008 -0.0562
C -1.31338 6.13436 1.34287 0.050 -0.024 -0.018 -0.0553
C -1.61007 5.01008 0.59154 0.064 0.033 0.053 -0.0188
C -0.66407 -0.48026 -3.43646 -0.037 0.206 0.204 -0.1855
C -0.14880 -1.36739 -4.35756 0.017 -0.213 -0.161 0.0221
C -0.90253 -2.47088 -4.73253 0.115 0.052 -0.033 -0.0106
C -2.14969 -2.66236 -4.16580 -0.082 -0.039 0.040 -0.0150
C -2.61642 -1.73756 -3.25046 0.211 0.060 -0.047 -0.0753
N -1.90017 -0.66337 -2.89569 0.102 -0.221 -0.273 -0.0226
H 1.90836 1.70536 -2.69045 -0.023 0.006 0.003 0.0688
H 1.43676 1.51309 -4.38107 0.048 -0.034 0.006 0.1113
H 2.04613 0.11487 -3.48138 0.016 0.021 0.006 0.0864
H 1.54776 4.01465 -0.17481 0.002 -0.016 -0.026 0.1050
H 2.07251 6.01576 1.18320 -0.014 0.021 -0.009 0.1090
H 0.24277 7.37530 2.13546 0.005 -0.008 0.006 0.1134
H -2.11069 6.73136 1.76380 -0.002 0.000 0.000 0.1129
H -2.63822 4.72153 0.42306 0.004 0.001 -0.027 0.1100
H 0.82965 -1.19184 -4.77958 -0.011 -0.023 -0.023 0.1238
H -0.51585 -3.17237 -5.45958 0.000 0.003 0.002 0.1272
H -2.76164 -3.51544 -4.42118 -0.002 0.007 -0.014 0.1236
H -3.57507 -1.84993 -2.76999 -0.027 0.005 0.006 0.0907
O 0.31806 -0.12675 -0.11904 0.741 0.266 -0.253 0.0512
C -0.69767 -0.48690 0.42005 -1.654 -0.173 -0.471 -0.5587
O -1.92635 -0.35154 -0.10429 1.158 -0.607 1.302 -0.1907
C -0.68210 -1.15926 1.76808 0.137 -0.086 0.040 -0.1456
C 0.57783 -0.72727 2.51968 -0.124 -0.260 -0.098 -0.2102
Ge 2.25308 -1.02053 1.53311 -0.656 0.667 -0.297 1.0224
C 2.40260 -2.27667 0.04754 0.109 -0.377 0.097 -0.2408
C 1.36381 -3.07999 -0.44183 0.040 -0.015 0.025 -0.0821
C 1.57502 -3.93334 -1.51243 0.006 0.070 0.073 -0.0646
C 2.83491 -4.01455 -2.10144 0.080 0.047 0.056 -0.0552
C 3.88173 -3.24941 -1.60694 0.018 -0.064 -0.078 -0.0556
C 3.67471 -2.40372 -0.52610 -0.044 -0.045 0.039 -0.0920
C 3.40537 -2.11935 2.74034 -0.070 0.183 -0.054 -0.1673
C 2.86993 -3.32194 3.22725 0.062 -0.916 0.390 -0.0463
C 3.51161 -3.99338 4.25071 -0.599 0.020 -0.243 -0.0239
C 4.72971 -3.51673 4.73365 -0.034 -0.174 0.121 0.0112
C 5.30450 -2.36649 4.19508 0.009 0.701 -0.419 -0.0155
C 4.66916 -1.69249 3.16615 0.895 -0.155 0.261 -0.0346
C 3.21197 0.60191 1.14825 0.237 0.158 -0.008 -0.2822
C 3.53103 0.94505 -0.16658 0.019 -0.007 0.045 -0.1080
C 4.25198 2.09925 -0.44141 -0.044 0.017 0.058 -0.0712
C 4.66011 2.92472 0.59840 -0.009 -0.006 -0.023 -0.0690
C 4.33616 2.60388 1.90999 -0.020 -0.011 0.002 -0.0688
C 3.61509 1.44921 2.18258 -0.028 -0.006 -0.101 -0.1129
H -0.67698 -2.24033 1.59651 -0.153 0.027 0.036 0.1133
H -1.61321 -0.92721 2.28620 0.104 0.028 0.103 0.1206
H 0.67101 -1.23680 3.47601 -0.165 0.015 0.113 0.0750
H 0.51591 0.34670 2.70078 0.163 0.012 0.119 0.0896
H 0.37799 -3.03803 0.00044 -0.005 0.002 -0.008 0.0896
H 0.76482 -4.55151 -1.88002 0.005 0.041 0.004 0.1106
H 3.00522 -4.69477 -2.92606 -0.003 0.015 0.003 0.1145
H 4.86638 -3.32784 -2.04859 0.000 0.002 0.001 0.1159
H 4.50848 -1.83424 -0.13198 0.005 0.041 -0.038 0.1082
H 1.93875 -3.71502 2.83364 0.061 0.020 -0.049 0.1210
H 3.08043 -4.89661 4.66100 -0.013 0.031 0.027 0.1249
H 5.24650 -4.05997 5.51363 0.043 -0.047 -0.034 0.1318
H 6.25329 -2.00640 4.56948 -0.029 0.029 0.038 0.1272
H 5.13022 -0.80985 2.73905 -0.032 -0.042 -0.057 0.1147
H 3.22040 0.30156 -0.98141 -0.010 0.019 0.002 0.0863
H 4.50334 2.35389 -1.46373 0.000 -0.013 0.013 0.1105
H 5.23765 3.81496 0.38648 -0.012 0.009 0.003 0.1128
H 4.65232 3.24745 2.72018 -0.006 0.011 0.003 0.1119
H 3.36967 1.21208 3.21277 0.005 0.005 0.031 0.1085
```
Forces are in eV/Å.

=====

Here is an isolated molecule of C11H16OSi in a non-equilibrium geometry from the Open Molecules 2025 dataset. Energies are from ωB97M-V with the def2-TZVPD basis set.

Values from the calculation:
- E_LUMO: 0.77 eV
- SMILES string: C[C@]1([Si](C)(C)c2ccccc2)CO1
- 2S+1: 1
- ΔE to the lowest compared entry with this formula, charge and spin: 36.1 kcal/mol
- Orbital gap: 9.86 eV
- E_HOMO: -9.09 eV
- Total charge: 0

Structure (XYZ):
```
29
Properties=species:S:1:pos:R:3:forces:R:3:lowdin_charge:R:1
C -3.63256 0.69603 0.06764 -3.094 -0.544 2.038 -0.0877
C -2.86464 1.43221 -0.75491 1.171 0.089 -0.890 -0.1087
C -3.11984 -0.39620 0.84267 -0.614 1.527 -0.859 -0.0718
C -1.54455 1.06084 -0.90670 -0.289 -0.511 -0.597 -0.0968
C -1.80994 -0.74829 0.71954 -0.475 2.274 -1.338 -0.0971
C -1.04662 -0.01060 -0.22926 0.913 -1.760 0.854 -0.2620
C 2.93304 1.06226 -0.05725 3.628 -1.102 2.117 -0.2665
C 1.63488 0.72642 0.52058 -0.131 0.590 0.064 -0.4208
C 1.22733 1.24909 1.93169 2.705 1.514 -0.806 -0.0348
C 1.29079 -0.93095 -2.23838 -1.436 -2.926 2.467 -0.1383
C 0.90587 -2.26331 0.44799 -0.583 -3.049 -2.756 -0.1911
O 1.90963 1.79959 -0.48280 -2.272 1.459 -0.254 -0.0661
Si 0.67510 -0.63646 -0.39748 0.629 0.856 -0.609 0.6194
H -4.72261 1.01761 0.21313 1.595 -0.761 -0.216 0.1255
H -3.12321 2.20462 -1.44842 -1.091 0.511 0.246 0.1035
H -3.73611 -0.90960 1.53864 -0.666 -0.234 0.423 0.0899
H -1.03842 1.53256 -1.72378 0.842 0.235 -0.023 0.1076
H -1.38608 -1.43438 1.39141 0.580 -1.113 0.399 0.0784
H 3.67878 1.54182 0.71048 -1.068 -0.733 -1.760 0.1502
H 3.34278 0.37250 -0.81832 0.335 0.429 0.534 0.1020
H 0.20234 1.45594 1.89697 -1.715 -0.125 0.409 0.0357
H 1.70066 2.28460 2.25595 -0.498 -2.032 -1.105 0.1251
H 1.55298 0.54194 2.69003 -0.434 -0.203 0.111 0.0708
H 0.75973 -1.89766 -2.56218 0.519 1.060 0.676 0.0561
H 0.99915 -0.27116 -3.00215 0.523 1.342 -0.758 0.0036
H 2.30956 -1.28499 -2.05841 0.256 0.674 -0.881 0.0172
H 1.83416 -2.72433 -0.01956 -0.792 0.568 0.493 0.0449
H 1.00875 -2.47101 1.49102 -0.278 0.337 0.739 0.0135
H 0.05905 -2.99907 -0.01813 1.741 1.629 1.281 0.0983
```
Forces are in eV/Å.

=====

Here is the ion C5H12NO6S with charge -1 in a non-equilibrium geometry from the Open Molecules 2025 dataset. Energies are from ωB97M-V with the def2-TZVPD basis set.

Values from the calculation:
- E_LUMO: 2.64 eV
- SMILES string: C[C@@H](O)CNCCOOS(=O)(=O)[O-]
- 2S+1: 1
- ΔE to the lowest compared entry with this formula, charge and spin: 59.6 kcal/mol
- Orbital gap: 7.55 eV
- E_HOMO: -4.91 eV
- Total charge: -1

Structure (XYZ):
```
25
Properties=species:S:1:pos:R:3:forces:R:3:lowdin_charge:R:1
C -1.91521 -1.88050 -0.30756 0.804 -0.141 -1.188 -0.0544
C -1.93273 -0.59191 -1.25429 -1.130 -0.201 0.320 -0.3775
O -3.06353 -0.79751 -2.17612 0.868 0.332 -0.146 -0.1087
C -2.23434 0.77744 -0.49849 -0.041 0.486 0.030 -0.1964
N -1.28497 1.13615 0.58898 -0.059 -0.187 -1.161 -0.0983
C 0.10981 0.69103 0.33780 0.935 0.111 2.314 -0.1910
C 1.08149 1.66486 1.18564 -1.242 -0.069 -0.771 -0.1657
O 2.47127 1.34981 1.02890 -0.552 2.949 -0.346 -0.1800
O 2.69153 -0.00208 1.18373 0.232 -2.462 0.291 -0.2811
S 4.23022 -0.45822 0.64828 5.731 -4.768 -3.743 0.6109
O 5.27184 -0.32543 1.73177 -3.264 0.442 -1.430 -0.4025
O 4.63881 0.29593 -0.60564 -2.130 -0.687 3.172 -0.4061
O 4.13612 -2.03792 0.22241 -1.168 5.569 2.167 -0.4711
H -0.85464 -2.07394 0.06063 -1.511 0.334 -0.085 0.0779
H -2.16333 -2.76912 -0.98736 0.229 1.238 1.015 0.0841
H -2.68279 -1.83612 0.52115 0.981 0.112 -0.889 0.0827
H -1.00678 -0.48437 -1.89979 -0.867 -0.320 1.123 0.1385
H -2.70778 -0.77839 -3.08090 -0.276 -0.005 0.582 0.0822
H -2.21168 1.63091 -1.26406 -0.074 -1.270 0.793 0.1203
H -3.27996 0.79320 -0.03435 1.305 -0.350 -0.856 0.1275
H -1.63562 0.85145 1.50504 0.408 -0.161 -0.558 0.1024
H 0.23671 -0.33642 0.80637 0.221 1.015 -1.156 0.1103
H 0.43576 0.72967 -0.74206 -0.597 -0.074 1.239 0.1374
H 0.91378 2.70969 0.74754 0.719 -1.383 0.579 0.1335
H 0.75602 1.74178 2.28239 0.480 -0.510 -1.298 0.1249
```
Forces are in eV/Å.

=====

Here is an isolated molecule of C3H6N2O from the Open Molecules 2025 dataset. Energies are from ωB97M-V with the def2-TZVPD basis set.

Values from the calculation:
- E_LUMO: 1.00 eV
- SMILES string: NC(=O)[C@H]1CN1
- 2S+1: 1
- ΔE to the lowest compared entry with this formula, charge and spin: 27.7 kcal/mol
- Orbital gap: 10.72 eV
- E_HOMO: -9.72 eV
- Total charge: 0

Structure (XYZ):
```
12
Properties=species:S:1:pos:R:3:forces:R:3:lowdin_charge:R:1
N 1.82261 -0.00232 -0.21031 0.040 0.041 0.004 0.1704
C 0.89638 0.83858 0.31111 -0.017 0.028 -0.009 -0.5209
O 1.11353 1.99942 0.61415 -0.021 -0.368 -0.099 0.0440
C -0.48311 0.25507 0.47358 -0.027 0.220 0.162 -0.2358
C -1.30830 -0.20048 -0.67499 -0.129 -0.026 -0.221 -0.1260
N -0.71993 -1.16388 0.24267 -0.061 -0.248 0.213 0.0108
H 2.77076 0.32772 -0.30134 -0.148 -0.068 -0.007 0.1120
H 1.60367 -0.97889 -0.33175 -0.015 0.099 0.056 0.0927
H -1.02250 0.73349 1.28650 0.038 0.030 -0.152 0.1444
H -0.89633 -0.31620 -1.66955 0.004 0.484 -0.027 0.1048
H -2.36745 0.05286 -0.62021 0.203 -0.271 -0.036 0.1074
H -1.40934 -1.54537 0.88014 0.133 0.079 0.115 0.0962
```
Forces are in eV/Å.